*A*
25
Properties=species:S:1:pos:R:3:mulliken_charge:R:1 method="wB97M-V/def2-TZVPD" e_homo_ha=-0.3151 gap_ev=9.363 smiles=N[C@@H]1CCc2ccccc2[C@@H]1O lumo_ev=0.790 multiplicity=1
C -0.43166 0.63990 1.83284 0.22
C 0.37118 1.74547 1.13797 -1.18
C 0.03391 1.82235 -0.45047 -0.75
C 0.27392 0.40879 -0.94802 0.81
C 0.66174 0.34153 -2.24668 -0.72
C 1.06902 -0.91881 -2.85458 -0.35
C 0.76763 -2.06771 -2.27826 -0.69
C 0.31372 -1.93838 -0.89326 -0.53
C 0.25602 -0.73727 -0.19453 0.16
C -0.02199 -0.77635 1.33873 0.04
H -2.37276 0.05639 1.79052 0.14
H -2.14486 1.57594 1.47804 0.10
H -0.23562 0.55582 2.89089 0.35
H 0.08680 2.70600 1.63857 0.42
H 1.44961 1.61781 1.42683 0.33
H 0.49594 2.63767 -0.88883 0.50
H -1.06816 2.00679 -0.43374 0.29
H 0.90342 1.29800 -2.63879 0.39
H 1.75439 -0.78289 -3.77097 0.25
H 1.01082 -3.06922 -2.66719 0.35
H 0.27290 -2.87020 -0.39944 0.39
H 0.82308 -1.20278 1.98309 0.33
H -1.35599 -2.11302 2.25384 0.32
N -1.75905 0.74951 1.48962 -0.50
O -1.15403 -1.68533 1.40381 -0.67

*B*
25
Properties=species:S:1:pos:R:3:mulliken_charge:R:1 method="wB97M-V/def2-TZVPD" e_homo_ha=-0.2912 gap_ev=8.593 smiles=Cc1c[nH]c2ccccc12.CO lumo_ev=0.670 multiplicity=1
C 0.78390 0.98153 3.87940 -1.29
C -0.78503 -0.74292 2.73094 -0.64
C -0.65508 -0.15718 0.61279 -0.02
C -0.02600 0.38076 2.82566 0.43
C 0.14228 0.82313 1.44921 0.78
C -0.82304 -0.00550 -0.81469 -0.57
C -0.20974 1.08626 -1.32699 -0.42
C 0.61263 1.96878 0.84276 -0.47
C 0.61239 1.89488 -0.59547 -0.71
N -1.28595 -1.05285 1.47662 -0.13
H -1.67958 -1.97635 1.20734 0.26
H -1.23743 -1.11369 3.58526 0.43
H -1.48843 -0.77411 -1.29677 0.26
H 1.68424 1.59544 3.73535 0.36
H 1.33152 0.13118 4.47574 0.26
H -0.30449 1.24070 -2.40185 0.39
H 0.89504 2.93290 1.26812 0.37
H 1.27190 2.62138 -0.98617 0.42
H 0.21881 1.57572 4.60764 0.28
C 0.63709 -1.33481 -4.43791 -0.47
O 0.55982 -2.72955 -4.81328 -0.51
H -0.05166 -3.22459 -4.29786 0.28
H 1.38522 -0.93283 -5.20577 0.28
H 1.12051 -1.22669 -3.49163 0.27
H -0.35892 -1.01231 -4.02360 0.17

The most stable of them is *A*.

*A*
25
Properties=species:S:1:pos:R:3:mulliken_charge:R:1 method="wB97M-V/def2-TZVPD" e_homo_ha=-0.3151 gap_ev=9.403 smiles=N[C@H]1CCc2cc(O)ccc2C1 lumo_ev=0.830 multiplicity=1
C 0.31631 1.14754 -1.78757 -0.09
C 0.92017 -0.20993 -2.01888 -1.19
C 0.17419 -1.26474 -1.08822 -0.73
C -0.08835 -0.76594 0.37535 1.09
C -0.62842 -1.86610 1.22090 -1.05
C -0.99103 -1.52959 2.51700 0.53
C -1.02563 -0.06286 2.76172 -0.73
C -0.40282 0.87937 1.98926 -1.10
C 0.01452 0.48292 0.66190 0.65
C 0.54932 1.55599 -0.28715 -0.85
H 1.67847 2.34132 -3.00619 0.27
H 0.08258 2.82694 -2.62322 0.35
H -0.82677 1.04896 -1.73993 0.36
H 0.93241 -0.55782 -3.10803 0.32
H 1.88479 -0.13915 -1.74807 0.49
H 0.96172 -2.21183 -1.18183 0.30
H -0.81666 -1.66459 -1.61862 0.30
H -0.75958 -2.81575 0.84041 0.43
H -1.26446 -3.17328 3.36591 0.30
H -1.25058 0.27684 3.75212 0.37
H -0.44239 1.88048 2.23975 0.49
H 1.59483 1.69834 -0.13604 0.28
H -0.10494 2.45087 -0.11304 0.36
N 0.66395 1.95830 -2.90716 -0.65
O -1.17165 -2.28628 3.63964 -0.49

*B*
25
Properties=species:S:1:pos:R:3:mulliken_charge:R:1 method="wB97M-V/def2-TZVPD" e_homo_ha=-0.3018 gap_ev=8.886 smiles=N[C@H]1CCc2cc(O)ccc2C1 lumo_ev=0.674 multiplicity=1
C -1.40985 1.85214 1.16267 -0.33
C -0.40538 2.56413 0.18350 -0.85
C -0.11841 1.45924 -0.97087 -0.45
C 0.09214 0.13154 -0.49759 0.82
C 0.72465 -0.58385 -1.54944 -0.82
C 1.19536 -1.90380 -1.43646 0.75
C 0.62908 -2.67028 -0.48292 -0.71
C 0.00046 -2.00742 0.63706 -0.33
C -0.29610 -0.63300 0.61610 -0.12
C -0.71123 0.52660 1.68328 -0.46
H -0.76994 2.95668 2.79171 0.31
H -2.24681 1.99879 3.03155 0.33
H -2.12996 1.65530 0.51129 0.60
H -0.78314 3.27484 -0.58016 0.30
H 0.46436 2.67991 0.82108 0.39
H 0.58580 2.01164 -1.64362 0.34
H -1.23831 1.22535 -1.51735 0.18
H 1.25165 0.23514 -2.32300 0.00
H 2.60694 -2.12156 -2.82275 0.34
H 1.03017 -3.82450 -0.50850 0.20
H -0.18600 -2.62042 1.64814 0.24
H 0.20259 0.57831 2.33069 0.22
H -1.63538 0.39032 2.41473 0.25
N -1.69389 2.67064 2.39842 -0.70
O 2.06261 -2.44326 -2.12684 -0.49

The most stable of them is *A*.

*A*
46
Properties=species:S:1:pos:R:3:mulliken_charge:R:1 method="wB97M-V/def2-TZVPD" e_homo_ha=-0.3250 gap_ev=9.652 smiles="CCCCc1nc2cc(C(=O)NCCc3cnn(C)c3)ccc2o1" lumo_ev=0.810 multiplicity=1
C 8.83857 1.23769 0.53571 -1.28
C 7.77461 2.15387 -0.05613 -0.31
C 6.45409 1.41768 -0.26286 -0.62
H 6.09983 1.02728 0.69352 0.34
H 6.60893 0.57156 -0.93593 0.35
C 5.37950 2.34066 -0.85380 -0.82
C 4.10885 1.60335 -1.04337 0.64
N 3.05437 1.69687 -0.30985 -0.72
C 2.15643 0.80229 -0.84862 0.67
C 0.86106 0.46996 -0.48443 -0.86
C 0.21282 -0.49124 -1.24693 0.77
C 0.85470 -1.11145 -2.32746 -0.61
C 2.14147 -0.78640 -2.70685 -1.14
C 2.77722 0.18149 -1.95226 0.58
O 4.02326 0.70564 -2.06271 -0.43
H 2.62964 -1.26294 -3.54128 0.43
H 0.30541 -1.86974 -2.86392 0.45
C -1.17611 -0.95075 -0.93360 0.44
O -1.54759 -2.08862 -1.14808 -0.66
N -1.98946 0.00484 -0.42732 -0.15
H -1.62914 0.93229 -0.27246 0.25
C -3.33546 -0.27146 0.01118 -0.77
H -4.02617 0.44474 -0.44571 0.31
H -3.57900 -1.27649 -0.34067 0.38
C -3.45971 -0.21031 1.54129 -0.61
C -4.84918 -0.54232 1.96563 0.39
C -5.40279 -1.79257 2.15598 -0.71
N -6.69364 -1.60742 2.49549 0.70
N -7.01151 -0.31957 2.53492 -0.92
C -5.91351 0.33890 2.21541 -0.58
H -5.91533 1.41025 2.18074 0.49
C -7.67132 -2.61125 2.79915 -0.84
H -7.36831 -3.19471 3.67101 0.31
H -8.60956 -2.10365 3.01284 0.29
H -7.80753 -3.28535 1.95133 0.31
H -4.97070 -2.76973 2.07738 0.49
H -3.20065 0.79343 1.88731 0.38
H -2.75599 -0.92226 1.97799 0.30
H 0.41339 0.92964 0.38245 0.46
H 5.19094 3.17660 -0.18075 0.33
H 5.71997 2.72127 -1.81910 0.33
H 7.61323 3.00280 0.61161 0.31
H 8.12451 2.54593 -1.01374 0.31
H 9.77178 1.77751 0.67669 0.38
H 8.51594 0.85186 1.50012 0.33
H 9.02651 0.39388 -0.12456 0.33

*B*
46
Properties=species:S:1:pos:R:3:mulliken_charge:R:1 method="wB97M-V/def2-TZVPD" e_homo_ha=-0.3227 gap_ev=9.613 smiles="CCCCc1nc2cc(C(=O)NCCc3cnn(C)c3)ccc2o1" lumo_ev=0.831 multiplicity=1
C 3.99205 0.97401 5.36092 -1.34
C 2.60963 0.86878 4.72924 -0.14
C 1.92346 2.23014 4.64954 -0.75
H 2.53221 2.91187 4.05176 0.36
H 1.83396 2.65081 5.65307 0.39
C 0.52423 2.13363 4.02965 -0.77
C 0.58735 1.67354 2.62176 0.66
N 0.04741 0.60769 2.14196 -0.71
C 0.38156 0.59995 0.80593 -0.23
C 0.08457 -0.29422 -0.21043 -0.18
C 0.59083 -0.01320 -1.47143 1.29
C 1.34763 1.14234 -1.70780 -0.49
C 1.65361 2.04103 -0.70582 -1.34
C 1.16169 1.74710 0.55194 0.47
O 1.28098 2.42300 1.72137 -0.42
H 2.23868 2.92728 -0.89063 0.44
H 1.68931 1.31689 -2.71651 0.49
C 0.30316 -0.88939 -2.64775 0.47
O 0.17743 -0.44065 -3.77216 -0.68
N 0.24731 -2.21376 -2.37078 -0.18
H 0.29844 -2.50771 -1.40827 0.20
C -0.26844 -3.17111 -3.32100 -0.76
H -0.22207 -2.68722 -4.29859 0.42
H 0.36781 -4.06108 -3.32633 0.35
C -1.72268 -3.54658 -2.98747 -0.91
C -2.52219 -2.30310 -2.78014 0.86
C -2.77705 -1.29827 -3.69244 -0.81
N -3.43404 -0.32562 -3.03555 0.79
N -3.62436 -0.63224 -1.75865 -0.95
C -3.07709 -1.82121 -1.58476 -0.74
H -3.10708 -2.29476 -0.62273 0.60
C -3.87034 0.93455 -3.56106 -0.89
H -3.02011 1.49264 -3.95743 0.32
H -4.60395 0.78882 -4.35668 0.32
H -4.32529 1.49355 -2.74609 0.30
H -2.52457 -1.20886 -4.72899 0.46
H -1.75100 -4.14924 -2.07654 0.39
H -2.13089 -4.14269 -3.80643 0.32
H -0.55212 -1.14122 -0.01151 0.29
H -0.09483 1.42790 4.58299 0.27
H 0.05040 3.11818 4.05405 0.31
H 2.69877 0.44759 3.72539 0.25
H 1.99002 0.18732 5.31601 0.27
H 4.62970 1.63440 4.77707 0.34
H 3.92067 1.37271 6.37064 0.32
H 4.46522 -0.00359 5.41066 0.38

The most stable of them is *B*.

*A*
10
Properties=species:S:1:pos:R:3:mulliken_charge:R:1 method="wB97M-V/def2-TZVPD" e_homo_ha="-0.2869 / -0.2680" gap_ev="7.944 / 7.525" lumo_ev="0.137 / 0.231" multiplicity=1
C -1.39638 -1.44947 0.07100 -1.05
N 0.63302 1.79532 0.44937 -0.44
Si 0.97416 0.28046 -0.40291 0.40
Cl 2.72464 -0.79428 0.18381 -0.24
H -0.79127 -1.70841 0.96244 0.30
H -2.06640 -0.66123 0.34184 0.29
H -1.50300 -1.97126 -0.86533 0.32
H 0.21819 1.84540 1.29365 0.24
H 0.52554 2.54042 -0.11473 0.23
H 0.68150 0.12305 -1.91913 -0.04

*B*
10
Properties=species:S:1:pos:R:3:mulliken_charge:R:1 method="wB97M-V/def2-TZVPD" e_homo_ha=-0.2691 gap_ev=7.784 lumo_ev=0.460 multiplicity=1
C -1.32416 -1.53957 -0.00225 -0.93
N 0.82580 1.92593 0.32384 -0.53
Si 0.93601 0.28834 -0.36008 0.43
Cl 2.55844 -0.70935 0.17894 -0.17
H -1.27004 -2.14044 0.92755 0.23
H -1.88128 -0.58699 0.04377 0.25
H -1.31224 -2.02398 -0.96692 0.26
H 1.25997 1.97872 1.32080 0.27
H -0.13315 2.37082 0.28374 0.26
H 0.34066 0.43651 -1.74939 -0.06

The most stable of them is *B*.

*A*
7
Properties=species:S:1:pos:R:3:mulliken_charge:R:1 method="wB97M-V/def2-TZVPD" e_homo_ha=-0.3467 gap_ev=8.138 smiles="O=CC(O)=S" lumo_ev=-1.296 multiplicity=1
C 0.41233 0.02981 0.01731 0.38
C -0.72391 -0.84841 0.05643 0.03
H 0.65801 2.07398 0.27804 0.40
H -0.52510 -1.90158 0.05896 0.35
O -0.00927 1.25134 -0.10524 -0.45
O -1.77836 -0.26811 -0.18588 -0.44
S 1.96630 -0.33703 -0.11962 -0.29

*B*
7
Properties=species:S:1:pos:R:3:mulliken_charge:R:1 method="wB97M-V/def2-TZVPD" e_homo_ha="-0.3528 / -0.3527" gap_ev="7.904 / 7.902" lumo_ev="-1.695 / -1.695" multiplicity=1
C 0.49107 0.19705 0.26421 0.38
C 2.03205 0.08332 0.35735 -0.12
O 1.46608 0.09359 -0.79504 -0.12
O -0.19021 -0.93805 0.48567 -0.42
S -1.51190 1.65399 -0.05800 -0.19
H -0.10499 -1.58327 -0.23703 0.32
H -2.18211 0.49338 -0.01715 0.15

The most stable of them is *A*.